An isolated molecule of C4H5NO, computed with wB97M-V/def2-TZVPD.

ORCA input file:
```
! RIJCOSX wB97M-V def2-TZVPD def2/J DEFGRID3
* xyz 0 1
C 1.474 -1.935 -0.452
C 1.432 -0.811 -0.019
C 0.707 0.451 -0.254
N -0.319 0.634 0.744
C -1.637 0.813 0.408
O -2.110 0.987 -0.698
H 1.230 -2.754 -1.083
H 0.200 0.216 -1.189
H 1.345 1.322 -0.428
H -0.074 0.258 1.653
H -2.251 0.819 1.317
*
```

As for the SMILES: C#CCNC=O. For the LUMO energy, the calculation gives 0.539 eV. The value obtained for the energy above the lowest of the compared OMol25 structures with the same formula, charge and spin is 2.699 eV. The calculation puts the HOMO energy at -9.94 eV. For the max |F|, the calculation gives 0.027 hartree/bohr.

Atomic partial charges in e from the natural (NBO) method, atoms 1 to 8:
1. C -0.19
2. C -0.06
3. C -0.29
4. N -0.61
5. C 0.53
6. O -0.60
7. H 0.24
8. H 0.25

An isolated molecule of C4H5NO, computed with wB97M-V/def2-TZVPD.

ORCA input file:
```
! RIJCOSX wB97M-V def2-TZVPD def2/J DEFGRID3
* xyz 0 1
C -1.537 -0.236 0.322
C -0.174 -0.178 0.353
C 0.969 -0.965 0.583
O 1.902 -0.572 -0.268
N 1.622 0.511 -1.008
C 0.357 0.928 -0.489
H -1.955 -0.121 -0.677
H -2.222 -0.466 1.120
H -0.564 1.197 -1.075
H 1.135 -1.941 1.020
H 0.467 1.844 0.119
*
```

For the LUMO energy (alpha / beta), the calculation gives 0.071 / -0.324 eV. The value obtained for the energy above the lowest of the compared OMol25 structures with the same formula, charge and spin is 5.609 eV. The calculation puts the HOMO energy (alpha / beta) at -7.93 / -8.32 eV. For the max |F|, the calculation gives 0.039 hartree/bohr.

Atomic partial charges in e from the natural (NBO) method, atoms 1 to 8:
1. C -0.39
2. C -0.12
3. C 0.11
4. O -0.24
5. N -0.08
6. C -0.35
7. H 0.20
8. H 0.20

An isolated molecule of C4H5NO, computed with wB97M-V/def2-TZVPD.

ORCA input file:
```
! RIJCOSX wB97M-V def2-TZVPD def2/J DEFGRID3
* xyz 0 1
C 1.733 -0.469 0.377
C 0.599 -0.063 -0.473
N 0.036 -0.265 -1.561
C -0.651 0.742 -0.243
C -1.987 0.199 0.121
O -2.879 0.922 0.521
H 2.021 0.165 1.212
H 2.583 -0.743 -0.293
H 1.303 -1.451 0.823
H -0.672 1.784 -0.301
H -2.085 -0.821 -0.181
*
```

As for the SMILES: CC1=N[C@H]1C=O. For the LUMO energy, the calculation gives 0.385 eV. The value obtained for the energy above the lowest of the compared OMol25 structures with the same formula, charge and spin is 2.800 eV. The calculation puts the HOMO energy at -9.92 eV. For the max |F|, the calculation gives 0.060 hartree/bohr.

Atomic partial charges in e from the natural (NBO) method, atoms 1 to 8:
1. C -0.68
2. C 0.24
3. N -0.26
4. C -0.26
5. C 0.39
6. O -0.53
7. H 0.25
8. H 0.25

Q: Which of these has the lowest energy above the lowest of the compared OMol25 structures with the same formula, charge and spin?
A: number 1